This record from the Open Molecules 2025 dataset describes a structure of composition C4H7BaO3 at a distorted geometry. The level of theory is the ωB97M-V functional and the def2-TZVPD basis.

As for the HOMO-LUMO gap (spin up / spin down): 6.91 / 8.36 eV. The expectation value of S² is 0.75. For the total energy, the calculation gives -11091.6987 eV. For the largest force on an atom, the calculation gives 8.43 eV/A. The molar mass is 240.4 g/mol. Its spin multiplicity is 2. The charge is 0.

```
15
Properties=species:S:1:pos:R:3:lowdin_spin:R:1
Ba -0.05677 1.33289 0.00167 0.0317
O 1.86151 0.82835 -0.14856 0.2343
O 0.09254 -1.13828 0.32156 0.0409
O -1.91590 0.55661 -0.19746 0.0028
C 1.34662 -1.50425 -0.23841 0.1043
C -1.10536 -1.71953 -0.20173 0.0082
C 2.32044 -0.42192 0.09141 0.4904
C -2.23788 -0.75252 0.14648 0.0036
H 1.23775 -1.93584 -1.24698 0.0084
H 2.51103 -1.99691 0.04575 0.0376
H -1.00035 -1.80980 -1.29586 0.0007
H -2.45056 -0.84707 1.23139 0.0000
H 3.03939 -0.53241 0.92077 0.0352
H -3.14293 -1.11014 -0.38158 0.0017
H -1.26060 -2.71879 0.23170 0.0002
```

This record from the Open Molecules 2025 dataset describes a cluster of 2 separate species, C6H14N4 in total at a distorted geometry. The level of theory is the ωB97M-V functional and the def2-TZVPD basis.

Its structure (SMILES) is CN(C)C1=N[C@@]1(C)N.C=N. As for the HOMO-LUMO gap: 9.42 eV. For the total energy, the calculation gives -12406.9327 eV. For the largest force on an atom, the calculation gives 1.20 eV/A. The molar mass is 142.2 g/mol. Its spin multiplicity is 1. The charge is 0.

```
24
Properties=species:S:1:pos:R:3:nbo_charge:R:1
N 1.09419 -0.60006 0.15246 -0.4350
N -1.76252 -2.42767 0.58794 -0.6204
N -0.58295 1.76412 -1.91094 -0.8382
N 1.28151 1.85871 -0.13505 -0.4402
C -1.18150 2.21303 0.42443 -0.6384
C -0.15910 1.65906 -0.54394 0.1803
C 0.74607 -1.63438 -0.79464 -0.4051
C -1.69767 -1.32132 1.16759 -0.0301
C 0.82180 0.67598 -0.15083 0.3891
C 2.28789 -0.85695 0.93089 -0.4088
H -1.05964 -1.24670 2.04172 0.1585
H -0.97597 1.86915 1.43475 0.2158
H 3.16667 -1.02600 0.29321 0.1858
H 0.14926 1.43628 -2.54140 0.3636
H -2.23795 -0.41031 0.89087 0.1511
H -2.37618 -2.45609 -0.22671 0.3362
H 2.12255 -1.74784 1.52975 0.2034
H -1.13642 3.30171 0.41379 0.2162
H 1.57965 -1.82771 -1.48640 0.1802
H 2.48890 0.00273 1.57630 0.2227
H 0.50528 -2.55368 -0.26569 0.2245
H -0.12162 -1.31781 -1.37418 0.2163
H -0.76940 2.73608 -2.14448 0.3589
H -2.18286 1.90968 0.13056 0.2139
```

This record from the Open Molecules 2025 dataset describes a structure of composition C53H97BIInN7S3SbSi4. The level of theory is the ωB97M-V functional and the def2-TZVPD basis.

As for the HOMO-LUMO gap: 6.68 eV. For the total energy, the calculation gives -151465.5960 eV. For the largest force on an atom, the calculation gives 0.71 eV/A. The molar mass is 1415.2 g/mol. Its spin multiplicity is 1. The charge is +2.

```
168
Properties=species:S:1:pos:R:3:lowdin_charge:R:1
I -1.46071 4.29862 1.82862 1.1074
Sb -0.79351 -0.17251 -4.09981 0.9305
In -0.81969 0.16405 -1.16288 0.3143
S 1.78181 1.19585 -0.04307 0.7919
S -0.24238 -2.38690 -1.18604 0.7142
S -3.39269 -0.28089 -0.72757 0.7275
Si 3.95039 0.29699 -0.39892 0.7438
Si 0.83067 -1.77322 -5.37602 0.3558
Si -0.86074 1.86959 -5.68691 0.3134
Si -3.07610 -1.38353 -4.49145 0.3252
N 0.24919 0.23268 2.00318 0.0203
N -2.28214 0.49946 1.58489 -0.0029
N -1.92924 -2.04538 2.38380 0.1877
N 0.19821 -0.22386 3.26114 0.2036
N -1.23997 -1.77822 1.24216 0.0150
N -2.27221 0.98996 2.84230 0.1696
N -1.38228 3.41315 -0.97061 0.0229
C -1.21445 -4.09134 0.66735 -0.2287
C 6.60993 0.15895 0.51834 -0.0698
C 0.23095 -1.65097 5.59926 -0.0520
C 4.82854 0.13580 2.27864 -0.0819
C 0.71445 -3.39469 -4.47568 -0.2206
C -3.54897 -2.23287 4.58095 -0.0597
C -5.62954 1.59806 0.27399 -0.0469
C 2.61105 -0.89576 5.46285 -0.0266
C 2.55372 -1.07397 -5.41963 -0.2028
C -4.43937 1.84691 2.45319 0.0490
C -4.34025 -4.34972 3.51918 -0.0357
C 2.66293 -1.95176 0.74831 -0.0925
C -1.28059 4.81947 -2.92146 -0.0503
C 1.66261 1.99644 2.64494 -0.2468
C 5.31928 0.35519 -2.84522 -0.0631
C 4.22287 1.13388 -2.08733 -0.6027
C -2.25106 -4.35746 4.90937 -0.0233
C -3.12806 -2.80968 -3.30339 -0.2265
C 2.24539 3.36260 2.39336 -0.0523
C -4.38750 -0.09908 -4.21338 -0.2157
C -1.28003 4.51249 -0.24279 -0.7559
C -3.34781 0.57358 0.76287 -0.5876
C -4.46315 1.33786 5.47531 -0.0202
C -1.39419 3.58671 -2.30284 -0.1588
C 3.53604 -1.54975 -0.45312 -0.5933
C 2.95559 1.16296 -2.96390 -0.1421
C -1.87044 -4.33691 1.82496 0.0737
C -1.12589 5.94264 -2.13048 -0.0370
C -1.13431 5.79418 -0.75473 -0.1210
C -3.61203 3.59756 4.81514 -0.0523
C -2.48955 2.76821 -5.57338 -0.2196
C 1.18603 1.13646 1.62059 -0.4761
C 5.44370 2.26042 1.06751 -0.0882
C 0.21753 -1.91526 -7.12838 -0.2074
C -3.18304 -1.98614 -6.24511 -0.2114
C 4.67733 2.59163 -1.91257 -0.0834
C 0.91623 0.32867 4.20158 -0.2053
C 2.79427 -1.88320 -1.75646 -0.1535
C -3.32290 1.61378 3.29001 -0.2538
C 0.93939 0.47644 6.72785 -0.0264
C -4.46721 1.35243 1.19012 -0.2359
C 1.14064 -0.42658 5.50538 -0.5273
C -0.82696 -5.19714 -0.27257 -0.0476
C 0.61763 2.89699 -5.18211 -0.2250
C -1.99833 1.79461 5.42680 -0.0566
C -0.92557 -2.72646 0.33736 -0.5579
C -3.09964 -3.53910 3.92266 -0.5353
C 1.49686 1.58097 3.93987 0.0624
C 4.82626 -2.39515 -0.43069 -0.0735
C -2.26616 -3.26654 2.66956 -0.1872
C -3.33545 2.08595 4.74322 -0.5318
C 5.23659 0.74182 0.92646 -0.5854
C -0.59720 1.33653 -7.44730 -0.2090
B -0.98774 -0.22874 1.12762 -0.6738
H 2.55837 0.16955 -3.17778 0.0236
H 3.21674 1.63437 -3.92108 0.0859
H -4.03331 -2.44929 5.53866 0.0990
H -5.38318 -0.55659 -4.29529 0.0539
H 1.56094 4.09836 2.82180 0.0558
H 6.62591 -0.93011 0.47282 0.0607
H 0.23261 -5.13562 -0.53225 0.0803
H -6.24138 0.69711 0.17129 0.0961
H 2.77831 -1.58882 4.63048 0.0896
H 3.15181 -1.38386 -4.55646 0.0096
H 6.17239 2.63137 0.34526 0.0720
H 3.19774 3.48256 2.90288 0.0917
H 0.81487 -1.28027 -7.78988 0.0347
H -0.06563 0.90295 6.74936 0.0606
H -1.35894 -3.80536 5.21603 0.0657
H -1.01119 6.92482 -2.57387 0.1235
H -2.90791 2.82200 -4.56371 0.0201
H -1.03153 -6.16777 0.17659 0.0902
H 1.82899 2.21795 4.75593 0.1446
H 1.59694 -4.01165 -4.69872 0.0538
H 0.57362 3.89677 -5.63875 0.0506
H 3.45508 -1.78240 -2.62405 0.0561
H -1.35575 0.62747 -7.79844 0.0305
H -2.70334 -1.56144 4.74546 0.0531
H 0.33875 -2.95666 -7.45635 0.0568
H -3.01326 -1.17947 -6.96818 0.0288
H -2.36442 3.79243 -5.95089 0.0475
H 5.02298 -0.67527 -3.06951 0.0644
H -1.20036 2.40203 4.98236 0.0832
H 3.04743 -1.44816 -6.32601 0.0549
H 5.84372 2.48048 2.06647 0.0979
H 2.45395 -2.92431 -1.71568 0.0753
H 4.53501 2.82954 0.92927 0.0450
H -5.26912 2.44498 2.81552 0.1320
H -4.97507 -4.50009 4.39640 0.0968
H 5.51219 0.86036 -3.80041 0.1009
H 2.15855 1.76526 -2.51671 0.0335
H 6.94954 0.54938 -0.44673 0.0712
H 2.35988 3.58023 1.33623 0.0599
H -1.71757 0.74365 5.31885 0.0614
H 7.35003 0.46884 1.26756 0.1043
H -3.67884 3.89970 5.86341 0.0990
H 3.83648 0.46813 2.60485 0.0616
H -3.22504 2.27066 -6.21783 0.0370
H -3.90214 -3.52529 -3.61153 0.0523
H 2.55180 0.02091 -5.46563 0.0193
H 2.85451 -1.41479 6.39541 0.0981
H -3.35856 -2.46863 -2.28849 -0.0168
H 0.39157 0.88750 -7.59176 0.0256
H 3.17086 -1.80196 1.70498 0.0639
H 5.65151 2.66760 -1.42686 0.0656
H -0.17465 -3.94723 -4.80480 0.0394
H 1.72344 -1.39573 0.76743 0.0260
H -4.30612 0.36074 -3.22461 -0.0190
H 1.52861 2.40605 -5.55037 0.0274
H -4.55087 3.87678 4.33042 0.0853
H 1.07316 -0.12158 7.63336 0.1017
H -6.25696 2.39991 0.66639 0.0902
H -1.50855 2.68621 -2.89485 0.0365
H 4.56330 -3.43854 -0.64484 0.0989
H 0.59830 -2.31956 6.38203 0.0995
H 1.91391 -1.25653 -1.91030 -0.0011
H -2.48009 -2.80144 -6.45399 0.0324
H -1.05414 6.64417 -0.09389 0.0982
H -4.44647 1.59939 6.53777 0.0980
H -1.31352 4.89498 -4.00063 0.0988
H 0.65366 -3.26246 -3.39081 -0.0477
H -1.38762 -5.11535 -1.20861 0.0846
H 4.83305 -0.95753 2.25830 0.0674
H 2.41438 -3.01765 0.66557 0.0983
H -1.93229 -5.31051 4.47414 0.0878
H 5.31167 -2.38012 0.54818 0.0720
H -2.83937 -4.58198 5.80441 0.0985
H -2.16630 -3.33087 -3.27021 0.0002
H -4.20049 -2.36890 -6.40626 0.0535
H -4.34340 0.25472 5.38662 0.0685
H 0.71554 3.01505 -4.09979 0.0081
H 3.29951 -0.05151 5.35625 0.0862
H -5.28446 1.86511 -0.72688 0.0730
H -4.92716 -3.82112 2.76090 0.0956
H -0.79606 -1.36448 5.85125 0.0756
H 0.21171 -2.19554 4.65311 0.0726
H -0.65751 2.23304 -8.07994 0.0553
H 4.77385 3.04769 -2.90700 0.0985
H -0.83384 -1.64472 -7.25586 -0.0083
H 3.95218 3.18466 -1.34152 0.0817
H 5.55723 -2.07832 -1.18480 0.0832
H 1.66822 1.29073 6.76925 0.0872
H 6.26669 0.32325 -2.29825 0.0708
H -2.80520 4.17455 4.35472 0.0106
H -4.26509 -1.71038 3.93683 0.0868
H -4.08163 -5.33825 3.12845 0.0821
H -5.44767 1.60965 5.08153 0.0911
H -2.07334 2.04023 6.49014 0.0990
H -4.31373 0.68590 -4.97308 0.0164
H -2.11934 -5.35773 2.09268 0.1305
H 5.55384 0.44838 3.04170 0.0996
```

This record from the Open Molecules 2025 dataset describes a structure of composition C12H30InN2O4 at a distorted geometry. The level of theory is the ωB97M-V functional and the def2-TZVPD basis.

As for the HOMO-LUMO gap (spin up / spin down): 3.18 / 3.46 eV. The expectation value of S² is 1.43. For the total energy, the calculation gives -29219.1261 eV. For the largest force on an atom, the calculation gives 3.40 eV/A. The molar mass is 381.2 g/mol. Its spin multiplicity is 2. The charge is +4.

```
49
Properties=species:S:1:pos:R:3:lowdin_spin:R:1
In -1.77411 29.73023 22.00398 -0.0184
O 1.18830 29.39487 21.77371 -0.2077
O -2.23686 32.82089 21.33205 -0.1491
O -0.78714 27.15544 20.56445 -0.0171
O -4.39247 30.18265 20.61833 0.4247
N 0.14349 31.44076 20.15118 0.1758
N -3.59644 27.63294 20.89720 0.4170
C -3.06018 26.35872 21.28535 0.0474
C -0.56186 32.61559 19.55980 0.0171
C -4.88330 31.31708 19.99421 0.0673
C -1.29238 33.64116 20.49493 -0.0148
C 0.14101 27.11587 19.50501 -0.0006
C 1.95727 28.15542 21.92053 -0.0276
C -5.45166 29.26741 21.08763 0.0607
C -4.90879 27.81342 21.35438 0.0710
C -1.70826 26.08405 20.62977 -0.0008
C -3.00571 33.58789 22.30413 -0.0204
C 2.05075 30.49957 21.52413 -0.0228
C 1.22951 31.74211 21.07542 0.0239
H -5.96848 29.68943 21.94955 0.0344
H -5.44879 30.93545 19.14412 0.0328
H 0.81967 32.37381 21.86352 0.0020
H -0.49873 34.15950 21.03304 -0.0043
H -3.54506 27.71805 19.89211 0.0139
H -4.06519 33.73394 22.09378 -0.0140
H 0.64211 28.08363 19.52619 -0.0008
H -1.75640 34.35885 19.81839 -0.0088
H 2.85405 30.30775 20.81278 -0.0155
H -5.43981 31.81687 20.78706 0.0283
H -4.08906 32.00011 19.69295 -0.0002
H -2.92945 26.50453 22.35762 0.0103
H -3.14586 32.95101 23.17754 -0.0052
H -3.72151 25.52044 21.06617 0.0256
H -1.27292 25.15522 20.99837 -0.0009
H -4.94264 27.69996 22.43794 0.0077
H -2.50396 34.50847 22.60225 -0.0006
H 2.60448 28.25428 22.79198 -0.0061
H 0.21641 33.19896 19.06777 0.0112
H -1.27843 32.30225 18.80058 -0.0003
H 0.68094 31.06797 19.38157 0.0058
H -0.29068 27.01232 18.50951 0.0004
H 2.39490 27.91760 20.95097 -0.0155
H 0.87399 26.31676 19.61570 -0.0004
H 2.52254 30.75609 22.47267 -0.0076
H -1.97124 25.78218 19.61596 -0.0003
H 1.29597 27.35448 22.25109 0.0002
H -5.55446 27.13181 20.80066 0.0451
H 2.03474 32.26318 20.55756 0.0155
H -6.28429 29.20047 20.38739 0.0215
```

This record from the Open Molecules 2025 dataset describes a cluster of 2 separate species, C9H14O in total at a distorted geometry. The level of theory is the ωB97M-V functional and the def2-TZVPD basis.

Its structure (SMILES) is Cc1ccc(O)cc1.CC. As for the HOMO-LUMO gap: 9.27 eV. For the total energy, the calculation gives -11606.8366 eV. For the largest force on an atom, the calculation gives 2.31 eV/A. The molar mass is 138.2 g/mol. Its spin multiplicity is 1. The charge is 0.

```
24
Properties=species:S:1:pos:R:3:nbo_charge:R:1
O 0.84242 -3.25065 0.39405 -0.6748
C 0.68244 -1.86936 -1.50398 -0.2624
C -1.72775 1.32157 1.54107 -0.6110
C 1.62561 0.27804 -0.12920 -0.1766
C -2.57075 0.11606 2.04675 -0.6080
C 1.62535 -0.94915 0.49533 -0.2921
C 1.19416 0.49527 -1.42497 -0.0561
C 0.79608 1.87965 -1.80935 -0.6292
C 1.13486 -2.04356 -0.18416 0.2951
C 0.77713 -0.64099 -2.11427 -0.1883
H -3.50007 0.00629 1.49487 0.2061
H -1.96447 -0.77895 1.89779 0.2072
H 0.43728 -2.79551 -2.01255 0.2231
H 1.41368 -3.41144 1.15588 0.4800
H 1.64467 2.57103 -1.79485 0.2165
H 1.81356 -0.93181 1.56087 0.2122
H 0.53477 1.88460 -2.88250 0.2135
H 1.95286 1.13320 0.45980 0.2057
H 0.49409 -0.68497 -3.16692 0.2125
H -2.35614 2.20764 1.44611 0.1998
H -0.84549 1.46437 2.15958 0.1996
H -2.69110 0.37535 3.08810 0.2061
H -1.27025 1.32825 0.53619 0.2004
H -0.04295 2.29506 -1.25365 0.2205
```

This record from the Open Molecules 2025 dataset describes the ion C5H7N3O3 with charge +2 at a distorted geometry. The level of theory is the ωB97M-V functional and the def2-TZVPD basis.

Its structure (SMILES) is O=C=N[N+]1=C(O)CC[NH+]=C1O. As for the HOMO-LUMO gap: 9.27 eV. For the total energy, the calculation gives -15888.9103 eV. For the largest force on an atom, the calculation gives 6.00 eV/A. The molar mass is 157.1 g/mol. Its spin multiplicity is 1. The charge is +2.

```
18
Properties=species:S:1:pos:R:3:nbo_charge:R:1
O -2.09486 1.45841 1.58300 -0.5912
O -1.29173 4.02365 -2.17438 -0.3251
O 0.37370 1.57919 -2.10278 -0.5913
N 0.64766 -0.52650 -0.68978 -0.5188
N -0.92751 2.70842 -0.32580 -0.4807
N -0.42238 1.42612 -0.02053 -0.2412
C 0.54653 -0.74450 0.82543 -0.2117
C -1.24168 3.37928 -1.28327 0.9105
C 0.31278 0.71956 -1.03859 0.8405
C -1.24095 0.86315 0.91186 0.8004
C -0.89532 -0.46433 1.27589 -0.5391
H -0.90558 -0.65794 2.37350 0.3309
H 0.77268 1.34068 -2.95094 0.5743
H 0.71363 -1.83482 0.89368 0.2765
H -1.47712 -1.15082 0.56630 0.3082
H 1.22019 -1.23121 -1.27410 0.5062
H 1.35558 -0.19849 1.30595 0.2619
H -2.66724 2.41897 1.90721 0.6897
```